(1)
Below is C22H50F6KNO14S2 as an isolated structure, with properties calculated with ωB97M-V/def2-TZVPD.

Geometry as XYZ:
```
96
Properties=species:S:1:pos:R:3
K 0.35 1.81 3.13
S 1.52 1.61 -0.64
S 0.48 -0.54 0.22
F 1.19 4.06 0.36
F 3.02 -1.40 0.22
F 2.55 3.88 -1.29
F 1.92 -2.07 1.94
F 3.18 3.26 0.70
F 1.52 -2.97 0.01
O -0.57 -0.90 1.16
O 2.57 0.92 -1.30
O 0.35 1.99 -1.40
O -1.82 -5.46 -0.62
O -1.30 1.10 5.36
O 0.16 -0.73 -1.18
O 3.19 -2.72 -4.28
O -6.81 2.01 -2.28
O -3.98 1.46 -2.86
O 5.50 -3.12 -5.52
O 0.49 4.43 3.26
O -3.20 -3.57 -2.23
O 1.03 -0.34 4.82
O 2.48 2.92 4.41
N 1.09 0.97 0.68
C -0.23 5.42 2.54
C -1.35 -0.15 4.63
C 6.58 -3.72 -6.19
C 3.37 -2.10 -5.51
C -0.73 -6.24 -0.22
C -2.77 -3.21 -0.93
C -2.62 1.77 -2.85
C 1.84 -1.84 0.62
C 1.87 3.89 5.22
C -6.23 1.99 -3.58
C 4.36 -2.91 -6.34
C -1.60 -4.08 -0.52
C 3.88 2.76 4.67
C 2.18 -0.99 5.36
C -0.18 -1.06 4.94
C -6.73 0.75 -1.65
C -3.16 -2.55 -3.19
C -2.40 1.97 5.23
C 2.55 -1.92 -3.31
C 2.17 3.30 -0.15
C -4.78 2.42 -3.51
C 1.27 4.96 4.32
H 0.21 -5.98 -0.73
H 3.08 -0.62 4.86
H -2.18 -2.06 -3.14
H 0.74 5.71 4.92
H 4.36 2.19 3.88
H -4.72 3.37 -2.96
H 4.31 3.76 4.60
H 1.49 -1.84 -3.56
H -3.59 -3.04 -0.24
H -0.99 -7.25 -0.53
H -2.15 2.14 -3.78
H 2.47 4.39 5.98
H -2.35 2.50 4.27
H 4.09 2.44 5.68
H 2.07 5.52 3.82
H 2.27 -0.61 6.38
H -2.10 0.82 -2.69
H -4.41 2.66 -4.51
H 7.45 -3.67 -5.54
H -1.39 -3.81 0.53
H -2.40 2.70 6.04
H 6.33 -4.76 -6.43
H 0.54 6.11 2.18
H 4.00 -3.93 -6.53
H -0.16 -2.02 4.41
H 0.99 3.44 5.70
H -3.31 1.36 5.29
H 2.42 -1.98 -6.05
H -7.43 0.04 -2.13
H -3.33 -2.97 -4.17
H 3.00 -0.93 -3.26
H -2.24 -0.70 4.94
H -0.82 5.06 1.71
H 2.11 -2.07 5.30
H -5.74 0.33 -1.80
H -7.05 0.71 -0.61
H -0.32 -1.31 6.00
H 6.84 -3.20 -7.12
H -6.73 2.75 -4.18
H -0.46 -6.27 0.85
H 4.54 -2.40 -7.29
H -6.46 1.07 -4.13
H -3.89 -1.75 -3.01
H -0.91 5.98 3.20
H -1.42 -0.09 3.54
H 3.71 -1.06 -5.52
H 2.56 -2.34 -2.31
H -2.34 -2.20 -1.00
H -2.26 2.50 -2.11
H -0.64 -3.83 -0.99
```

The HOMO-LUMO gap comes out at 8.67 eV. The calculation puts the relative energy (zero: lowest compared OMol25 entry of this formula, charge and spin) at 0.0 kJ/mol.


(2)
Below is an isolated molecule of C9H7NO2S2, with properties calculated with ωB97M-V/def2-TZVPD.

Geometry as XYZ:
```
21
Properties=species:S:1:pos:R:3
S 2.56 -0.98 1.91
S -0.42 -2.57 -1.21
O 3.89 -0.82 2.57
O 1.63 -1.83 2.66
N 0.54 -0.24 -0.30
C -2.86 2.15 -0.46
C 2.21 -1.93 -0.63
C 0.78 -1.42 -0.62
C -0.43 1.89 -0.39
C 3.01 -1.92 0.37
C -0.58 0.50 -0.28
C -1.58 2.73 -0.48
C -2.97 0.72 -0.21
C -1.84 -0.09 -0.17
H 2.53 -2.38 -1.62
H -1.58 3.92 -0.46
H -3.66 2.85 -0.79
H 0.62 2.22 -0.18
H 4.11 -2.14 0.39
H -1.93 -1.10 0.10
H -4.05 0.43 -0.21
```

The HOMO-LUMO gap (spin up / spin down) comes out at 6.62 / 5.85 eV. The calculation puts the relative energy (zero: lowest compared OMol25 entry of this formula, charge and spin) at 98.1 kJ/mol.


(3)
Below is a 2-piece molecular cluster, C7H12O overall, with properties calculated with ωB97M-V/def2-TZVPD.

Geometry as XYZ:
```
20
Properties=species:S:1:pos:R:3
O 2.33 -0.17 -0.82
C 0.01 -0.30 -1.54
C 1.14 -0.83 -0.80
C 0.01 1.53 1.49
C -1.56 -0.43 1.43
C 0.11 0.89 -2.19
C 1.06 -2.06 -0.25
C -1.12 1.00 1.08
H -1.64 -1.05 0.65
H 0.31 2.46 1.16
H -1.73 1.65 0.39
H 2.11 0.70 -0.44
H 0.72 1.07 2.28
H -2.52 -0.23 1.92
H -0.77 -0.93 -1.38
H 0.92 1.47 -2.38
H -0.65 1.44 -2.67
H 0.24 -2.74 -0.38
H -0.70 -0.88 2.11
H 1.74 -2.59 0.35
```

The HOMO-LUMO gap comes out at 9.34 eV. The calculation puts the relative energy (zero: lowest compared OMol25 entry of this formula, charge and spin) at 320.0 kJ/mol.


(4)
Below is a 6-piece molecular cluster, C17H50N4O6 overall, with properties calculated with ωB97M-V/def2-TZVPD.

Geometry as XYZ:
```
77
Properties=species:S:1:pos:R:3
O 2.17 0.44 0.22
O -1.38 -3.72 2.76
O -2.86 3.08 1.14
O -2.75 3.61 -3.49
O 5.86 -2.70 1.27
O -0.61 -0.18 -0.48
N 0.12 3.07 3.28
N -1.89 -3.13 -0.27
N -1.23 2.38 -1.45
N 5.12 -2.78 -1.58
C 4.24 -2.29 -0.51
C -3.94 3.96 0.91
C -0.81 2.57 2.27
C -3.51 4.61 -4.14
C -0.61 2.88 -2.69
C -0.82 -2.45 2.51
C -0.34 1.70 -3.62
C -1.70 -4.60 1.67
C -2.65 -4.07 0.60
C 2.79 -2.67 -0.87
C 6.21 -3.17 2.53
C 2.61 1.37 -0.78
C -1.41 1.24 2.74
C -3.31 -5.14 -0.27
C 4.54 -2.91 0.85
C -1.85 3.64 1.94
C -1.40 4.00 -3.39
H 2.67 -3.74 -1.01
H 1.89 0.99 0.96
H -4.03 -4.66 -0.92
H -4.54 4.25 -4.16
H -2.53 -2.46 -0.69
H 7.19 -2.77 2.79
H -3.53 5.58 -3.63
H -1.35 4.54 1.55
H -1.91 0.74 1.92
H -2.15 -5.48 2.12
H -2.01 1.40 3.64
H 0.39 3.27 -2.46
H 3.68 1.57 -0.70
H 4.92 -3.78 -1.68
H -2.18 2.13 -1.73
H 3.90 -2.36 1.56
H -0.62 0.56 3.05
H 0.14 0.85 -3.14
H 5.45 -2.97 3.29
H -0.21 2.30 1.39
H 0.13 -2.50 1.96
H -4.82 3.44 0.54
H -0.67 0.63 -1.05
H -0.56 -1.90 3.41
H -0.74 -4.97 1.27
H -0.91 4.14 -4.36
H -4.31 4.33 1.88
H -1.45 -2.52 0.39
H 0.79 2.40 3.60
H -1.31 1.32 -3.96
H -3.58 4.79 0.29
H -3.42 -3.61 1.25
H 2.34 -2.03 -1.63
H 0.60 3.91 2.98
H 0.28 -0.15 -0.09
H 2.08 2.33 -0.74
H 4.27 -1.20 -0.53
H 6.34 -4.27 2.55
H -1.50 -1.84 1.93
H -1.42 3.13 -0.79
H 4.33 -3.98 0.77
H -2.30 3.88 2.91
H -3.16 4.74 -5.17
H -2.57 -5.71 -0.82
H -1.30 4.96 -2.88
H 2.17 -2.35 -0.02
H -3.80 -5.82 0.44
H 6.06 -2.78 -1.18
H 2.41 0.92 -1.75
H 0.20 2.02 -4.51
```

The HOMO-LUMO gap comes out at 9.51 eV. The calculation puts the relative energy (zero: lowest compared OMol25 entry of this formula, charge and spin) at 0.0 kJ/mol.


(5)
Below is a 13-piece molecular cluster, C4H33NO14S overall, with properties calculated with ωB97M-V/def2-TZVPD.

Geometry as XYZ:
```
53
Properties=species:S:1:pos:R:3
S 1.95 -0.72 2.81
O -3.60 -1.90 0.99
O 2.21 -3.22 -2.64
O -2.69 3.48 -1.29
O -1.18 1.28 3.91
O 3.90 -0.95 -0.85
O -0.09 2.36 -2.00
O 0.30 0.99 -5.07
O -1.55 -1.30 3.92
O 2.95 2.51 2.26
O 2.38 -0.57 -4.54
O -2.80 0.75 1.30
O -1.30 -3.31 1.35
O 0.53 1.62 1.74
O -1.93 0.15 -1.15
N 0.08 -0.89 -0.88
C -1.01 -0.53 -1.60
C 0.34 -0.34 0.48
C 1.40 -1.19 1.08
C 0.58 1.20 0.38
H 1.58 1.49 -0.06
H -0.29 2.04 2.05
H 3.76 -0.02 -0.60
H -2.35 0.64 2.16
H 0.12 0.43 -4.30
H -1.10 -2.01 4.38
H -0.88 2.18 -1.47
H 0.84 -1.27 -1.43
H -1.88 1.76 4.38
H 2.99 -0.05 2.36
H 3.01 2.50 3.21
H 2.27 -1.07 0.37
H 2.17 -3.71 -1.81
H -0.85 -2.67 0.80
H 1.33 -2.26 1.19
H -0.18 1.85 -0.04
H -0.27 3.20 -2.45
H -2.46 -1.61 3.83
H -3.42 3.34 -1.92
H 1.46 -0.62 -4.85
H 2.36 0.00 -3.78
H -3.32 -0.97 1.15
H -1.25 0.34 4.19
H -0.68 -0.42 0.95
H -2.22 -3.08 1.50
H -0.32 1.68 -4.79
H -1.12 -0.95 -2.62
H 3.08 -3.49 -2.95
H 4.00 -0.75 -1.80
H 2.01 2.43 1.94
H -3.03 2.81 -0.68
H -1.98 0.88 0.81
H -3.81 -2.02 0.06
```

The HOMO-LUMO gap comes out at 8.76 eV. The calculation puts the relative energy (zero: lowest compared OMol25 entry of this formula, charge and spin) at 333.1 kJ/mol.


(6)
Below is a 2-piece molecular cluster, C4H6N2 overall, with properties calculated with ωB97M-V/def2-TZVPD.

Geometry as XYZ:
```
12
Properties=species:S:1:pos:R:3
N -0.61 -0.19 -0.82
N 0.70 0.01 -0.92
C 1.61 1.99 2.52
C -1.46 -0.98 -1.60
C 0.57 1.68 2.00
C -1.69 -0.32 -0.18
H 2.45 2.23 3.12
H -0.24 1.31 1.40
H -1.16 -1.98 -1.61
H 1.16 1.00 -1.00
H 1.06 -0.33 0.05
H -1.83 -0.64 -2.59
```

The HOMO-LUMO gap comes out at 9.92 eV. The calculation puts the relative energy (zero: lowest compared OMol25 entry of this formula, charge and spin) at 729.4 kJ/mol.


(7)
Below is C18H18IN5O2RuS as an isolated structure, with properties calculated with ωB97M-V/def2-TZVPD.

Geometry as XYZ:
```
46
Properties=species:S:1:pos:R:3
I -1.51 -1.39 0.15
Ru -0.38 0.86 -0.27
S -4.65 2.59 0.32
O 1.44 0.23 0.13
O 0.70 4.02 3.58
N -0.59 1.05 1.74
N -0.07 0.68 -2.29
N 0.40 0.52 -4.70
N 4.24 2.30 0.94
N -2.16 1.68 -0.51
C 3.76 2.98 1.99
C 3.49 1.39 0.35
C -0.10 -0.61 -5.48
C -1.79 0.58 2.36
C -3.57 -1.06 2.38
C 2.15 1.14 0.76
C -2.41 -0.54 1.84
C 2.03 3.54 3.73
C 0.15 0.60 -3.43
C -3.54 0.73 3.99
C 4.05 0.62 -0.81
C 0.98 1.66 -5.41
C 2.50 2.78 2.52
C 1.67 1.85 1.88
C 0.38 1.51 2.45
C -3.22 2.07 -0.16
C -4.13 -0.41 3.47
C -2.37 1.23 3.44
H 0.70 -1.00 -6.11
H 1.81 1.31 -6.02
H -0.45 -1.40 -4.82
H 4.02 -0.45 -0.60
H -5.05 -0.79 3.90
H 0.71 4.81 3.02
H -4.05 -1.93 1.95
H 0.22 2.12 -6.05
H -4.00 1.24 4.83
H -0.93 -0.29 -6.12
H 3.45 0.78 -1.71
H -1.93 2.15 3.82
H 5.07 0.93 -0.99
H 2.00 2.88 4.60
H 4.42 3.72 2.42
H 2.72 4.34 3.96
H 1.34 2.39 -4.70
H 0.25 1.59 3.52
```

The HOMO-LUMO gap (spin up / spin down) comes out at 6.27 / 6.14 eV. Its spin multiplicity is 2. Its total charge is +1.


(8)
Below is C22H30GdN2P2 as an isolated structure, with properties calculated with ωB97M-V/def2-TZVPD.

Geometry as XYZ:
```
57
Properties=species:S:1:pos:R:3
Gd -1.32 -0.47 0.03
P 0.66 -0.21 2.01
P 0.90 -1.10 -1.60
N -0.15 1.60 -0.38
N -0.98 -2.67 0.60
C -0.28 1.99 -1.72
C -0.01 2.54 1.87
C -1.74 3.27 0.28
C -2.42 2.87 -0.99
C 0.24 -1.81 -3.15
C -1.59 4.29 2.47
C -0.61 2.50 0.59
C 1.66 0.46 -2.28
C 2.41 -2.10 -1.37
C 0.62 1.49 -2.69
C 1.12 1.58 2.19
C -1.40 2.74 -2.08
C -0.03 -0.49 3.68
C -0.94 -3.82 0.84
C 0.26 -6.00 1.39
C -2.21 4.18 1.23
C 2.32 -0.94 2.21
C -0.63 2.73 -4.37
C 0.45 1.90 -4.01
C -1.56 3.13 -3.41
C -0.51 3.46 2.79
C -1.06 -5.23 1.14
H 2.12 -3.07 -0.95
H -0.05 3.51 3.78
H 0.68 -0.14 4.43
H 1.96 1.73 1.49
H 2.29 0.86 -1.47
H -1.58 -5.71 0.29
H 0.05 -7.03 1.71
H -2.85 1.80 -0.80
H 2.92 -2.25 -2.33
H 2.25 -2.03 2.10
H 0.86 -6.06 0.48
H 2.29 0.17 -3.14
H -2.41 3.76 -3.69
H 1.47 1.72 3.22
H -0.99 0.04 3.77
H 3.00 -0.54 1.44
H -0.64 -1.24 -3.48
H -3.24 3.54 -1.25
H -0.73 3.04 -5.41
H 1.15 1.55 -4.77
H -1.71 -5.34 2.02
H -0.07 -2.85 -2.95
H 3.09 -1.60 -0.66
H 2.71 -0.69 3.21
H -3.07 4.82 0.97
H 0.85 -5.52 2.18
H -0.21 -1.57 3.81
H -2.39 -0.03 1.49
H 1.00 -1.79 -3.94
H -1.95 5.01 3.20
```

The HOMO-LUMO gap (spin up / spin down) comes out at 6.34 / 5.71 eV. Its spin multiplicity is 8. Its total charge is +1.


no.,F_max (eV/A)
1,4.05
2,4.00
3,5.71
4,1.77
5,3.27
6,6.29
7,0.15
8,4.45